i | 12
Properties=species:S:1:pos:R:3 method="wB97M-V/def2-TZVPD" smiles=O.O.O.O orbital_gap_ev=10.8 molar_mass_g_mol=72.060 total_charge=0
O 0.43 -0.11 -0.22
O -0.64 -2.54 -0.70
O -2.15 1.59 0.44
O 2.74 0.57 1.09
H -0.65 -2.31 -1.63
H -2.25 2.30 -0.22
H -0.49 0.32 0.08
H 1.98 0.53 0.41
H 0.39 -1.07 -0.50
H -1.52 2.09 0.94
H 3.44 0.80 0.45
H -1.28 -2.18 -0.14

ii | 12
Properties=species:S:1:pos:R:3 method="wB97M-V/def2-TZVPD" smiles=O.O.O.O orbital_gap_ev=9.8 molar_mass_g_mol=72.060 total_charge=0
O -1.33 -0.69 -1.45
O 0.09 -2.37 1.11
O 0.06 -0.11 0.72
O 0.97 2.03 -0.12
H -0.30 0.32 1.49
H 0.68 0.53 0.36
H 0.18 1.83 -0.62
H 0.17 -1.55 0.61
H -1.33 -0.47 -2.38
H 1.52 2.52 -0.72
H -0.94 0.07 -1.02
H 0.21 -2.10 2.02

Which one is the most stable? From the structures above, i.